No. 1
A 3-piece molecular cluster, C4H15N4 overall at a distorted geometry, computed with wB97M-V/def2-TZVPD.

Geometry (Å):
N: 1.26 0.48 0.19
N: -4.19 -0.69 1.12
N: 4.00 -0.62 -0.20
N: -1.38 -0.82 0.77
C: -0.03 1.97 -1.26
C: -1.12 0.16 -0.10
C: 0.03 0.87 -0.27
C: 2.72 -1.14 -0.47
H: 2.03 1.19 0.15
H: -4.85 0.10 0.78
H: 0.94 1.92 -1.74
H: -0.53 -1.28 1.10
H: 4.45 -1.07 0.53
H: -1.87 0.46 -0.69
H: 2.19 -1.82 0.30
H: -0.02 2.95 -0.65
H: -4.73 -1.56 1.27
H: -0.79 1.94 -2.02
H: -2.22 -1.27 0.63
H: -4.07 -0.24 2.02
H: 4.63 -0.36 -0.92
H: 2.30 -1.08 -1.52
H: 1.25 -0.09 0.99

Charge: +1
LUMO level (spin up / spin down) in Eh: -0.1592 / -0.1601
Relative energy (zero: lowest compared OMol25 entry of this formula, charge and spin) in kcal/mol: 89.22
2S+1: 1
E_HOMO (spin up / spin down) in eV: -10.6 / -10.5
Frontier orbital gap (spin up / spin down) in eV: 6.230 / 6.193

No. 2
A 2-piece molecular cluster, C4H15N4O5P3 overall at a distorted geometry, computed with wB97M-V/def2-TZVPD.

Geometry (Å):
P: -0.41 0.70 2.97
P: 0.34 -2.72 -2.09
P: -0.71 -1.66 -0.50
O: 1.90 -2.89 -1.68
O: -3.46 -1.28 1.90
O: 0.32 -1.72 -3.33
O: -0.34 -3.96 -2.36
O: -0.48 -0.80 3.66
N: 0.31 -0.24 -0.17
N: -0.39 1.97 -0.17
N: -0.84 1.83 -3.31
N: -1.27 0.64 1.41
C: 0.15 1.65 -2.59
C: 1.42 0.88 2.65
C: -0.46 0.79 0.35
C: 0.45 2.38 -1.29
H: 1.08 -0.46 0.46
H: -1.88 -0.21 1.31
H: 1.49 2.22 -1.04
H: 1.89 -3.07 -0.73
H: -0.96 2.68 0.26
H: -4.23 -1.52 2.41
H: 1.91 1.18 3.57
H: 0.38 -0.92 4.08
H: 1.66 1.58 1.86
H: 0.89 0.95 -2.93
H: -1.45 2.54 -2.89
H: 0.32 3.44 -1.43
H: 1.22 -1.34 -3.37
H: 1.82 -0.10 2.36
H: -0.69 -2.52 0.63

LUMO level in Eh: -0.0398
2S+1: 1
E_HOMO in eV: -6.0
Frontier orbital gap in eV: 4.965

No. 3
A 3-piece molecular cluster, C4H15NO2 overall at a distorted geometry, computed with wB97M-V/def2-TZVPD.

Geometry (Å):
O: 4.19 1.67 -3.03
O: 0.40 -0.41 -3.87
N: -2.00 -0.55 1.03
C: -1.65 -1.23 -0.40
C: -0.84 0.16 1.50
C: -1.29 0.74 2.78
C: 0.58 -0.52 1.32
H: -2.65 -1.44 -0.91
H: 1.42 -0.31 2.05
H: -0.61 1.47 3.20
H: 0.77 -0.34 0.26
H: -1.98 -1.38 1.58
H: -0.71 1.02 0.74
H: -2.26 1.18 2.51
H: -1.52 -0.02 3.53
H: 5.15 1.91 -2.67
H: 0.53 -0.91 -3.08
H: 0.77 0.45 -3.64
H: -1.25 -0.32 -0.73
H: 0.21 -1.62 1.49
H: 3.93 2.61 -3.23
H: -1.19 -2.15 -0.43

LUMO level in Eh: 0.0185
Relative energy (zero: lowest compared OMol25 entry of this formula, charge and spin) in kcal/mol: 71.53
2S+1: 1
E_HOMO in eV: -9.4
SMILES: CNC(C)C.O.O
Frontier orbital gap in eV: 9.924

No. 4
A 3-piece molecular cluster, C4H15NO2 overall at a distorted geometry, computed with wB97M-V/def2-TZVPD.

Geometry (Å):
O: 2.37 0.16 2.10
O: -2.35 0.62 -2.03
N: -0.76 0.65 0.18
C: -1.33 1.02 1.50
C: 0.14 -1.42 -1.08
C: 1.44 -0.59 -1.43
C: -0.46 -0.82 0.28
H: 0.17 -2.48 -1.10
H: 1.92 -0.82 -2.38
H: -1.98 0.78 -1.20
H: -0.53 0.97 2.29
H: 1.17 0.42 -1.33
H: -2.60 1.46 -2.38
H: -0.56 -1.04 -1.83
H: 2.98 0.17 1.36
H: -1.43 -1.32 0.47
H: 3.06 0.28 2.83
H: 0.11 1.16 0.02
H: 2.24 -0.70 -0.63
H: -1.59 2.12 1.48
H: -2.21 0.48 1.79
H: 0.19 -1.10 1.10

LUMO level in Eh: 0.0194
Relative energy (zero: lowest compared OMol25 entry of this formula, charge and spin) in kcal/mol: 35.63
2S+1: 1
E_HOMO in eV: -9.3
SMILES: CCCNC.O.O
Frontier orbital gap in eV: 9.800

No. 5
A 3-piece molecular cluster, C4H15NO2 overall at a distorted geometry, computed with wB97M-V/def2-TZVPD.

Geometry (Å):
O: 3.64 0.96 -0.85
O: 1.31 1.42 0.68
N: 0.04 -0.21 -1.42
C: -2.30 -0.74 -1.04
C: -1.74 -0.74 1.99
C: -1.00 -0.25 -0.41
C: -0.69 -0.96 0.91
H: -0.57 -2.03 0.70
H: 3.79 0.02 -0.97
H: -2.72 0.02 -1.69
H: -2.38 0.12 1.77
H: -1.20 0.79 -0.08
H: 1.16 1.51 1.62
H: 0.29 -0.60 1.18
H: -1.28 -0.51 2.95
H: 0.97 0.12 -1.24
H: -3.04 -0.93 -0.26
H: 0.93 2.02 0.05
H: 3.67 1.13 0.10
H: -2.11 -1.67 -1.56
H: -2.38 -1.61 2.12
H: -0.38 0.27 -2.20

LUMO level in Eh: 0.0225
Relative energy (zero: lowest compared OMol25 entry of this formula, charge and spin) in kcal/mol: 26.83
2S+1: 1
E_HOMO in eV: -8.7
SMILES: CC[C@H](C)N.O.O
Frontier orbital gap in eV: 9.266

No. 6
A 3-piece molecular cluster, C4H15NO2S overall at a distorted geometry, computed with wB97M-V/def2-TZVPD.

Geometry (Å):
S: 1.93 0.91 1.81
O: 0.71 3.50 -0.36
O: -3.45 -2.03 0.99
N: -0.68 -1.64 0.20
C: -0.33 -0.27 -0.12
C: 2.14 -0.34 0.54
C: 1.12 -0.10 -0.57
C: -1.24 0.25 -1.24
H: 3.16 0.93 2.34
H: 1.09 3.52 0.52
H: -2.24 -0.15 -1.14
H: -0.53 0.39 0.72
H: 1.20 0.94 -0.91
H: -3.82 -1.97 0.10
H: -0.40 -2.01 1.10
H: -0.35 -2.31 -0.48
H: 3.17 -0.30 0.17
H: 1.37 -0.68 -1.46
H: -2.60 -2.48 0.83
H: -1.24 1.34 -1.28
H: -0.83 0.00 -2.23
H: -0.17 3.89 -0.39
H: 2.01 -1.38 0.87

LUMO level in Eh: 0.0238
Relative energy (zero: lowest compared OMol25 entry of this formula, charge and spin) in kcal/mol: 8.90
2S+1: 1
E_HOMO in eV: -9.2
SMILES: C[C@@H](N)CCS.O.O
Frontier orbital gap in eV: 9.823

No. 7
A 4-piece molecular cluster, C4H15NO3 overall at a distorted geometry, computed with wB97M-V/def2-TZVPD.

Geometry (Å):
O: -1.36 3.93 -0.65
O: 1.12 0.89 2.95
O: -0.49 -3.60 -0.01
N: 1.30 -0.52 -1.07
C: 0.95 0.57 -0.15
C: -1.12 -0.57 -0.80
C: 0.05 -0.91 -1.74
C: -0.49 0.30 0.29
H: 1.83 0.37 3.34
H: 1.02 1.52 -0.69
H: -1.88 0.07 -1.24
H: 0.02 -0.45 -2.72
H: -1.67 -1.48 -0.56
H: -0.54 -0.05 1.32
H: -1.05 1.23 0.35
H: 0.14 -1.98 -1.88
H: 1.27 1.83 2.97
H: -0.09 -3.01 0.63
H: -1.23 3.04 -0.99
H: 1.63 0.65 0.69
H: -0.18 -4.49 0.20
H: -0.90 3.89 0.19
H: 1.68 -1.23 -0.45

LUMO level in Eh: 0.0131
Relative energy (zero: lowest compared OMol25 entry of this formula, charge and spin) in kcal/mol: 25.41
2S+1: 1
E_HOMO in eV: -8.8
SMILES: C1CCNC1.O.O.O
Frontier orbital gap in eV: 9.146

No. 8
A 3-piece molecular cluster, C4H15NO3 overall at a distorted geometry, computed with wB97M-V/def2-TZVPD.

Geometry (Å):
O: -1.38 -0.19 2.69
O: 1.13 -2.35 -3.28
O: 1.28 0.15 2.96
N: 0.97 -0.21 0.06
C: -1.38 0.61 0.35
C: -1.52 -0.58 1.31
C: 0.04 0.91 -0.16
C: 0.03 1.39 -1.60
H: 0.41 1.69 0.54
H: 1.09 1.59 -1.89
H: 0.88 -1.08 -0.46
H: 0.25 -1.96 -3.39
H: 1.58 -2.48 -4.09
H: -2.11 0.66 -0.48
H: -1.68 1.53 0.89
H: 1.93 -0.46 3.32
H: 1.89 0.08 -0.26
H: 1.13 0.02 2.00
H: -0.27 0.72 -2.41
H: -0.33 2.41 -1.49
H: -2.59 -0.80 1.28
H: -0.91 -1.46 1.17
H: -0.43 -0.21 2.95

LUMO level in Eh: 0.0185
Relative energy (zero: lowest compared OMol25 entry of this formula, charge and spin) in kcal/mol: 27.74
2S+1: 1
E_HOMO in eV: -9.4
SMILES: C[C@H](N)CCO.O.O
Frontier orbital gap in eV: 9.927

No. 9
A 3-piece molecular cluster, C4H15NO3 overall at a distorted geometry, computed with wB97M-V/def2-TZVPD.

Geometry (Å):
O: -4.23 -0.98 5.33
O: 0.63 0.00 0.41
O: -0.39 0.30 4.05
N: 2.37 1.43 -3.23
C: 1.30 -0.58 -2.16
C: -0.52 -0.33 -0.40
C: -0.15 -0.18 -1.86
C: 2.34 0.57 -2.02
H: -0.29 0.86 -2.20
H: -1.30 0.37 -0.10
H: 2.06 1.23 -1.22
H: 1.51 1.31 -3.75
H: 1.55 -1.44 -1.54
H: -0.80 -0.77 -2.51
H: 3.08 1.10 -3.87
H: -5.06 -1.43 5.18
H: -1.00 1.01 4.25
H: 0.32 0.21 1.30
H: 1.39 -0.88 -3.20
H: -0.85 -1.34 -0.17
H: 3.30 0.09 -1.87
H: -4.48 -0.05 5.24
H: -0.79 -0.52 4.33

LUMO level in Eh: 0.0150
Relative energy (zero: lowest compared OMol25 entry of this formula, charge and spin) in kcal/mol: 22.35
2S+1: 1
E_HOMO in eV: -8.9
SMILES: NCCCCO.O.O
Frontier orbital gap in eV: 9.353

No. 10
A 3-piece molecular cluster, C4H15NO3 overall at a distorted geometry, computed with wB97M-V/def2-TZVPD.

Geometry (Å):
O: -1.37 3.06 0.58
O: 1.94 -2.32 -0.33
O: 0.07 -2.62 -2.02
N: -0.21 -0.53 0.11
C: -1.05 -1.00 1.27
C: -0.14 0.91 -0.06
C: 1.28 1.54 -0.27
C: -0.78 1.87 1.02
H: 2.53 -1.82 -0.95
H: 1.69 1.71 -1.27
H: -2.13 -0.68 1.26
H: -0.76 -3.11 -1.96
H: -0.81 1.13 -1.04
H: -0.04 -1.86 -1.49
H: 0.03 2.35 1.64
H: -1.51 1.28 1.58
H: -0.99 -2.03 1.55
H: 2.09 0.95 0.26
H: -2.25 3.01 0.22
H: 1.50 -2.88 -0.99
H: 1.19 2.30 0.45
H: 0.78 -0.89 0.17
H: -0.80 -0.61 2.28

LUMO level in Eh: 0.0283
Relative energy (zero: lowest compared OMol25 entry of this formula, charge and spin) in kcal/mol: 56.64
2S+1: 1
E_HOMO in eV: -8.8
SMILES: CN[C@H](C)CO.O.O
Frontier orbital gap in eV: 9.554

No. 11
A 4-piece molecular cluster, C4H15NO3 overall at a distorted geometry, computed with wB97M-V/def2-TZVPD.

Geometry (Å):
O: -2.86 -5.22 0.64
O: -2.05 3.41 5.25
O: -2.30 -2.72 -1.25
N: 1.13 0.30 -1.70
C: 1.16 1.51 -1.14
C: 2.34 -0.57 -1.85
C: 0.90 2.75 -1.71
C: 1.49 1.48 0.33
H: 2.49 1.92 0.45
H: 2.66 -0.53 -2.89
H: 0.72 3.55 -1.01
H: -1.74 4.15 5.80
H: -2.71 3.01 5.83
H: 1.41 0.51 0.81
H: -2.62 -3.10 -0.42
H: 0.92 2.95 -2.76
H: 0.69 0.35 -2.63
H: 0.79 2.01 0.95
H: -3.19 -5.66 -0.15
H: -3.06 -5.81 1.37
H: 3.11 -0.25 -1.16
H: -1.37 -2.48 -1.23
H: 2.08 -1.57 -1.52

Charge: +1
LUMO level (spin up / spin down) in Eh: -0.1421 / -0.2769
Relative energy (zero: lowest compared OMol25 entry of this formula, charge and spin) in kcal/mol: 25.87
⟨S²⟩: 0.77
2S+1: 2
E_HOMO (spin up / spin down) in eV: -13.4 / -13.4
Frontier orbital gap (spin up / spin down) in eV: 9.556 / 5.885

No. 12
A 4-piece molecular cluster, C4H15NO4S overall at a distorted geometry, computed with wB97M-V/def2-TZVPD.

Geometry (Å):
S: 1.64 2.51 0.17
O: -1.26 -0.28 -2.24
O: 1.29 -2.07 1.00
O: -2.65 -2.28 -0.34
O: 1.29 -2.15 -1.43
N: -1.71 0.20 -0.08
C: 1.45 0.90 1.04
C: 0.21 0.66 1.83
C: -1.12 0.97 1.12
C: -1.19 0.58 -1.28
H: 0.12 -0.44 2.01
H: 1.64 -1.98 -2.48
H: 1.97 -2.32 1.57
H: -0.98 1.58 -1.56
H: -2.47 -3.12 0.02
H: 0.25 -2.07 -1.58
H: 2.40 0.60 1.57
H: 0.92 3.04 1.15
H: 0.33 0.98 2.90
H: -2.12 -2.20 -1.08
H: -1.01 2.01 0.78
H: 1.52 -2.56 0.12
H: -1.87 1.05 1.96
H: 1.48 0.26 0.15
H: -1.94 -0.78 0.19

LUMO level in Eh: 0.0123
Relative energy (zero: lowest compared OMol25 entry of this formula, charge and spin) in kcal/mol: 55.66
2S+1: 1
E_HOMO in eV: -8.9
SMILES: O=CNCCCS.O.O.O
Frontier orbital gap in eV: 9.264

What is the formula in the eleventh record? C4H15NO3